No. 1
The following is a DFT calculation (ωB97M-V with the def2-TZVPD basis set) of a cluster of 12 separate species, C48H132N12O12 in total.

```
204
Properties=species:S:1:pos:R:3
C -20.80 -3.05 -8.11
O -19.88 -2.72 -9.15
C -18.85 -3.68 -9.25
C -18.23 -3.65 -10.63
C -19.13 -4.18 -11.71
N -16.94 -4.34 -10.62
H -21.07 -4.09 -8.30
H -21.77 -2.59 -8.27
H -20.47 -2.88 -7.08
H -18.11 -3.54 -8.46
H -19.15 -4.73 -9.09
H -18.04 -2.59 -10.83
H -18.79 -4.14 -12.75
H -20.12 -3.72 -11.70
H -19.27 -5.26 -11.55
H -16.67 -4.58 -11.57
H -16.94 -5.25 -10.16
C -25.53 -4.29 0.82
O -26.72 -4.99 1.11
C -26.55 -6.34 1.48
C -27.95 -6.94 1.42
C -29.02 -6.17 2.23
N -28.08 -8.36 1.79
H -25.35 -3.45 1.50
H -25.78 -3.78 -0.12
H -24.61 -4.83 0.63
H -25.89 -6.95 0.85
H -26.11 -6.44 2.48
H -28.29 -6.85 0.38
H -29.03 -6.44 3.29
H -30.04 -6.38 1.90
H -28.78 -5.10 2.20
H -27.14 -8.75 1.74
H -28.55 -8.86 1.04
C -16.82 -10.04 -1.85
O -17.24 -8.91 -2.59
C -18.63 -8.74 -2.83
C -18.82 -7.36 -3.48
C -20.27 -6.90 -3.39
N -18.39 -7.34 -4.87
H -16.80 -9.80 -0.78
H -15.77 -10.11 -2.15
H -17.36 -10.96 -2.07
H -19.00 -9.55 -3.45
H -19.12 -8.82 -1.85
H -18.30 -6.74 -2.74
H -20.42 -6.10 -4.12
H -20.46 -6.50 -2.39
H -21.03 -7.66 -3.58
H -18.53 -6.38 -5.18
H -17.37 -7.39 -4.90
C -22.79 -3.57 -4.56
O -22.60 -3.28 -3.17
C -23.84 -3.33 -2.47
C -24.61 -2.05 -2.75
C -23.98 -0.72 -2.33
N -26.01 -2.14 -2.27
H -21.88 -4.05 -4.94
H -22.89 -2.61 -5.07
H -23.58 -4.31 -4.67
H -24.48 -4.19 -2.69
H -23.61 -3.49 -1.41
H -24.69 -2.04 -3.85
H -23.32 -0.42 -3.14
H -23.58 -0.86 -1.32
H -24.80 -0.01 -2.21
H -26.18 -3.06 -1.88
H -26.19 -1.53 -1.48
C -23.40 3.08 -1.51
O -23.76 4.36 -2.01
C -22.85 5.01 -2.86
C -22.73 6.47 -2.49
C -24.03 7.20 -2.64
N -21.60 7.18 -3.14
H -23.50 2.37 -2.34
H -24.09 2.69 -0.76
H -22.37 3.22 -1.17
H -21.89 4.47 -2.94
H -23.30 4.93 -3.86
H -22.49 6.50 -1.41
H -24.89 6.82 -2.09
H -24.44 7.19 -3.66
H -23.84 8.26 -2.42
H -20.80 6.64 -2.83
H -21.54 8.06 -2.65
C -22.30 -6.81 2.35
O -21.40 -5.75 2.09
C -21.82 -4.87 1.08
C -20.79 -3.79 0.85
C -20.43 -2.97 2.10
N -21.25 -2.89 -0.22
H -22.12 -7.22 3.34
H -22.21 -7.55 1.55
H -23.32 -6.41 2.29
H -22.01 -5.39 0.12
H -22.79 -4.41 1.29
H -19.82 -4.27 0.65
H -20.03 -3.75 2.76
H -21.32 -2.60 2.62
H -19.76 -2.14 1.90
H -21.41 -3.35 -1.11
H -20.49 -2.25 -0.40
C -23.63 -0.96 2.28
O -22.52 -0.12 2.37
C -22.10 0.52 1.16
C -21.01 1.56 1.29
C -19.93 1.09 2.28
N -21.60 2.75 1.89
H -23.42 -2.01 2.53
H -24.10 -0.96 1.29
H -24.38 -0.68 3.02
H -21.74 -0.33 0.55
H -22.94 0.74 0.49
H -20.51 1.82 0.36
H -19.10 1.80 2.27
H -19.48 0.14 1.95
H -20.27 0.84 3.28
H -21.03 3.13 2.64
H -22.54 2.64 2.24
C -26.86 2.08 -9.65
O -26.85 1.73 -8.27
C -26.24 0.50 -8.00
C -25.95 0.46 -6.49
C -24.89 1.49 -6.05
N -25.48 -0.87 -6.07
H -27.49 2.94 -9.85
H -27.27 1.22 -10.17
H -25.85 2.28 -10.02
H -26.91 -0.34 -8.23
H -25.28 0.28 -8.48
H -26.85 0.79 -5.96
H -24.77 1.49 -4.96
H -25.23 2.43 -6.47
H -23.86 1.32 -6.39
H -24.61 -1.06 -6.57
H -26.18 -1.56 -6.33
C -26.41 -10.03 -1.36
O -26.12 -8.70 -0.96
C -25.88 -7.84 -2.06
C -24.66 -8.26 -2.91
C -23.53 -8.73 -1.98
N -24.11 -7.30 -3.85
H -27.46 -10.10 -1.65
H -26.33 -10.67 -0.48
H -25.64 -10.50 -1.97
H -26.79 -7.75 -2.66
H -25.56 -6.86 -1.68
H -25.03 -9.12 -3.49
H -23.56 -8.14 -1.05
H -22.52 -8.92 -2.31
H -23.85 -9.70 -1.57
H -23.62 -7.79 -4.59
H -24.86 -6.86 -4.39
C -21.66 -6.87 -6.66
O -21.64 -6.73 -8.06
C -22.68 -7.41 -8.71
C -22.43 -7.67 -10.17
C -22.41 -6.44 -11.05
N -23.37 -8.69 -10.68
H -22.66 -7.03 -6.24
H -21.09 -6.01 -6.29
H -21.06 -7.78 -6.50
H -22.90 -8.38 -8.23
H -23.66 -6.95 -8.52
H -21.43 -8.09 -10.30
H -21.76 -5.65 -10.67
H -23.35 -5.90 -11.21
H -22.05 -6.65 -12.06
H -23.17 -8.94 -11.64
H -23.25 -9.52 -10.11
C -27.07 1.15 0.41
O -27.97 2.07 0.97
C -28.13 1.93 2.37
C -28.97 3.00 2.99
C -29.00 2.84 4.51
N -30.34 3.04 2.39
H -27.50 0.15 0.61
H -26.07 1.09 0.85
H -27.09 1.17 -0.67
H -28.47 0.90 2.52
H -27.15 2.06 2.85
H -28.51 3.98 2.82
H -29.09 1.82 4.91
H -29.90 3.26 4.97
H -28.12 3.26 5.01
H -30.81 3.62 3.08
H -30.73 2.11 2.55
C -26.13 -3.71 -8.98
O -25.42 -3.79 -7.75
C -25.69 -4.99 -7.04
C -27.08 -5.08 -6.42
C -27.16 -4.35 -5.10
N -27.37 -6.52 -6.21
H -25.83 -2.74 -9.36
H -27.21 -3.71 -8.91
H -25.77 -4.42 -9.72
H -25.43 -5.88 -7.62
H -25.01 -5.05 -6.18
H -27.94 -4.72 -7.00
H -27.17 -3.26 -5.21
H -26.53 -4.66 -4.26
H -28.17 -4.53 -4.68
H -27.45 -7.03 -7.08
H -28.29 -6.57 -5.78
```

Computed properties:
ΔE to the lowest compared entry with this formula, charge and spin in kcal per mole: 134.3
SMILES: COC[C@H](C)N.COC[C@H](C)N.COC[C@H](C)N.COC[C@H](C)N.COC[C@H](C)N.COC[C@H](C)N.COC[C@H](C)N.COC[C@H](C)N.COC[C@H](C)N.COC[C@H](C)N.COC[C@H](C)N.COC[C@H](C)N
2S+1: 1
Charge: 0
Electronic energy in eV: -94357.4546
Gap between HOMO and LUMO in eV: 9.23
E_LUMO in eV: 0.38

Here are the Mulliken charges for atoms 1 to 5, given in e: -0.1934, -0.4162, -0.3893, 0.5204, -1.3605

***

No. 2
The following is a DFT calculation (ωB97M-V with the def2-TZVPD basis set) of a cluster of 12 separate species, C48H132N12O12 in total.

```
204
Properties=species:S:1:pos:R:3
C -13.11 13.27 39.65
O -12.76 13.89 40.86
C -12.55 15.24 40.74
C -11.97 15.75 42.05
C -11.65 17.19 41.93
N -10.78 15.13 42.48
H -13.57 12.34 39.97
H -12.29 12.96 39.00
H -13.91 13.81 39.13
H -11.83 15.44 39.95
H -13.52 15.70 40.57
H -12.76 15.76 42.81
H -10.77 17.22 41.28
H -11.55 17.79 42.84
H -12.43 17.78 41.45
H -11.05 14.28 42.96
H -10.04 14.85 41.85
C -15.33 11.63 34.29
O -14.24 10.90 33.71
C -13.29 10.55 34.68
C -12.20 11.61 34.92
C -12.56 12.91 35.53
N -11.63 11.92 33.61
H -16.06 11.76 33.49
H -15.07 12.63 34.63
H -15.71 11.13 35.17
H -13.76 10.13 35.57
H -12.79 9.75 34.13
H -11.22 11.29 35.29
H -13.14 13.50 34.83
H -11.71 13.53 35.80
H -13.29 12.65 36.30
H -11.87 11.21 32.94
H -10.64 12.09 33.56
C -18.16 17.51 31.34
O -16.75 17.15 31.17
C -16.76 15.85 30.57
C -15.39 15.13 30.80
C -15.16 14.72 32.23
N -14.27 15.92 30.25
H -18.24 18.58 31.53
H -18.64 16.84 32.05
H -18.75 17.44 30.43
H -17.64 15.34 30.96
H -16.98 15.81 29.51
H -15.40 14.26 30.15
H -15.96 14.16 32.72
H -14.86 15.61 32.79
H -14.33 14.01 32.21
H -14.50 16.89 30.43
H -13.47 15.74 30.85
C -13.28 16.52 37.10
O -14.40 17.37 37.12
C -14.71 17.71 35.84
C -16.06 18.59 35.87
C -17.09 18.20 34.76
N -15.96 19.96 35.90
H -12.89 16.64 38.12
H -12.41 16.94 36.59
H -13.66 15.57 36.74
H -13.94 18.20 35.25
H -14.99 16.77 35.37
H -16.58 18.52 36.82
H -17.85 18.94 34.53
H -17.60 17.25 34.93
H -16.60 18.14 33.79
H -15.38 20.11 36.71
H -15.34 20.24 35.15
C -16.78 16.08 39.79
O -16.71 14.70 39.72
C -17.85 14.10 40.24
C -17.91 12.53 39.84
C -19.29 11.90 40.05
N -16.73 11.75 40.21
H -16.80 16.51 40.79
H -17.50 16.52 39.10
H -15.86 16.49 39.37
H -18.14 14.12 41.29
H -18.77 14.51 39.84
H -17.88 12.42 38.76
H -19.78 11.47 39.17
H -19.95 12.65 40.47
H -19.12 11.15 40.82
H -16.50 11.72 41.19
H -15.95 12.28 39.85
C -8.49 12.90 35.40
O -9.16 13.58 34.33
C -9.53 14.91 34.64
C -10.22 15.46 33.41
C -10.21 16.96 33.41
N -11.47 14.81 33.13
H -9.17 12.56 36.19
H -7.77 13.54 35.91
H -8.03 12.03 34.94
H -10.17 14.90 35.52
H -8.67 15.55 34.83
H -9.60 15.18 32.56
H -10.69 17.56 32.64
H -9.25 17.46 33.52
H -10.77 17.34 34.27
H -11.93 15.14 32.30
H -11.49 13.82 33.31
C -15.77 25.39 37.96
O -16.03 25.21 36.59
C -15.94 26.45 35.86
C -15.85 26.15 34.45
C -14.48 25.73 33.82
N -16.40 27.20 33.59
H -16.50 25.93 38.55
H -14.91 26.03 38.14
H -15.70 24.42 38.46
H -16.87 27.02 35.95
H -15.07 26.98 36.25
H -16.59 25.36 34.33
H -13.66 26.25 34.33
H -14.61 25.94 32.76
H -14.41 24.65 33.90
H -16.32 26.81 32.67
H -17.38 27.39 33.74
C -14.27 20.56 39.23
O -13.45 21.30 38.30
C -12.53 20.61 37.50
C -11.44 21.43 36.90
C -11.94 22.21 35.70
N -10.38 20.59 36.30
H -13.61 20.45 40.09
H -14.62 19.56 38.97
H -15.16 21.18 39.40
H -12.06 19.87 38.16
H -12.99 20.05 36.68
H -11.15 22.08 37.72
H -12.22 21.57 34.86
H -11.17 22.88 35.33
H -12.79 22.85 35.97
H -10.36 19.84 36.97
H -9.46 20.97 36.14
C -18.51 22.02 33.58
O -19.66 21.62 34.38
C -19.54 22.00 35.75
C -19.94 23.51 35.94
C -19.83 23.87 37.45
N -21.34 23.62 35.46
H -18.31 21.41 32.70
H -17.58 21.76 34.09
H -18.64 23.05 33.25
H -20.23 21.36 36.30
H -18.55 21.87 36.18
H -19.27 24.21 35.44
H -20.16 24.90 37.61
H -18.83 23.92 37.86
H -20.35 23.12 38.05
H -21.33 23.63 34.45
H -21.99 22.91 35.76
C -16.45 22.02 26.01
O -15.18 21.85 26.58
C -14.72 20.56 26.94
C -13.94 20.42 28.20
C -14.76 20.66 29.46
N -12.84 21.37 28.24
H -17.22 22.13 26.77
H -16.67 21.20 25.32
H -16.42 22.99 25.53
H -15.57 19.89 27.04
H -14.00 20.32 26.15
H -13.48 19.44 28.31
H -14.65 21.66 29.88
H -14.28 20.23 30.33
H -15.78 20.30 29.56
H -13.21 22.16 27.73
H -12.74 21.64 29.21
C -17.76 14.33 36.54
O -18.59 13.75 35.59
C -19.33 14.60 34.64
C -20.07 13.82 33.61
C -19.10 13.17 32.78
N -21.07 14.56 32.85
H -18.26 14.66 37.45
H -17.21 15.17 36.11
H -16.97 13.70 36.93
H -19.92 15.34 35.19
H -18.53 15.18 34.19
H -20.68 13.19 34.26
H -19.55 12.70 31.91
H -18.49 12.49 33.37
H -18.34 13.83 32.35
H -21.84 13.98 32.56
H -21.62 15.16 33.45
C -21.31 20.80 31.63
O -21.65 19.93 30.55
C -22.99 20.11 30.11
C -23.99 19.04 30.49
C -23.47 17.56 30.37
N -25.21 19.22 29.67
H -21.39 21.82 31.28
H -20.28 20.46 31.71
H -22.00 20.54 32.44
H -23.34 21.10 30.43
H -22.85 20.18 29.03
H -24.14 19.17 31.56
H -24.38 16.96 30.44
H -22.66 17.28 31.04
H -23.00 17.40 29.40
H -25.06 19.05 28.69
H -25.69 20.10 29.82
```

Computed properties:
ΔE to the lowest compared entry with this formula, charge and spin in kcal per mole: 218.5
SMILES: COC[C@H](C)N.COC[C@H](C)N.COC[C@H](C)N.COC[C@H](C)N.COC[C@H](C)N.COC[C@H](C)N.COC[C@H](C)N.COC[C@H](C)N.COC[C@H](C)N.COC[C@H](C)N.COC[C@H](C)N.COC[C@H](C)N
2S+1: 1
Charge: 0
Electronic energy in eV: -94353.8045
Gap between HOMO and LUMO in eV: 8.62
E_LUMO in eV: 0.33

Here are the Mulliken charges for atoms 1 to 5, given in e: -0.7612, -0.4207, 0.0436, 0.3191, -1.3997